{
  "formula": "C31H42N4O3",
  "method": "ωB97M-V with the def2-TZVPD basis set",
  "gap_ev": 8.910,
  "energy_ha": -1651.29024,
  "e_lumo_ev": 0.611,
  "smiles": "C[C@@H](CN1C2=NC[C@H](Cc3ccc(O)cc3)N2C[C@H]1Cc1ccc(O)cc1)NC(=O)CCC1CCCCC1",
  "species": ["C", "H", "H", "H", "C", "N", "C", "O", "C", "C", "C", "C", "C", "C", "C", "C", "H", "H", "H", "H", "H", "H", "H", "H", "H", "H", "H", "H", "H", "H", "H", "H", "H", "C", "N", "C", "N", "C", "H", "H", "C", "N", "C", "H", "H", "C", "C", "C", "C", "C", "C", "C", "C", "H", "H", "O", "H", "H", "H", "H", "H", "H", "C", "C", "C", "C", "C", "C", "C", "H", "H", "O", "H", "H", "H", "H", "H", "H", "H", "H"],
  "coordinates": [[-0.7617, -3.5999, 3.3980], [-1.1919, -4.5796, 3.2059], [0.0485, -3.7065, 4.1137], [-1.5251, -2.9554, 3.8275], [-0.2215, -2.9879, 2.1042], [0.3423, -1.6804, 2.3547], [1.6718, -1.4767, 2.4118], [2.4898, -2.3793, 2.4120], [2.0628, -0.0100, 2.4619], [2.1372, 0.5242, 1.0285], [2.4464, 2.0210, 0.9352], [2.2843, 2.4919, -0.5122], [2.5613, 3.9863, -0.6426], [3.9693, 4.3099, -0.1545], [4.1446, 3.8474, 1.2881], [3.8607, 2.3528, 1.4129], [3.9873, 2.0479, 2.4527], [4.5807, 1.7968, 0.8076], [5.1610, 4.0601, 1.6265], [3.4562, 4.4009, 1.9315], [4.1533, 5.3839, -0.2282], [4.6972, 3.8000, -0.7896], [2.4463, 4.2961, -1.6838], [1.8343, 4.5432, -0.0458], [1.2709, 2.2726, -0.8573], [2.9771, 1.9357, -1.1485], [1.7296, 2.5648, 1.5622], [2.8960, -0.0342, 0.4781], [1.1775, 0.3323, 0.5434], [1.3239, 0.5555, 3.0302], [3.0347, 0.0693, 2.9486], [-0.2831, -0.8859, 2.2235], [0.5964, -3.6183, 1.7367], [-1.3477, -2.8907, 1.0583], [-1.0402, -1.9894, -0.0342], [-1.3813, -0.6765, 0.0731], [-1.3595, 0.1339, 1.0646], [-1.6780, 1.4442, 0.5162], [-0.9085, 2.1571, 0.8215], [-2.6379, 1.7781, 0.9198], [-1.7515, 1.2799, -1.0341], [-1.7486, -0.1591, -1.1402], [-1.2986, -1.0378, -2.1826], [-2.0004, -1.0731, -3.0204], [-0.3088, -0.7397, -2.5563], [-1.2211, -2.3865, -1.4318], [-0.1098, -3.3163, -1.9507], [1.2584, -2.6940, -1.9443], [2.0803, -2.8118, -0.8337], [3.3282, -2.2217, -0.7989], [3.7793, -1.4850, -1.8865], [2.9776, -1.3804, -3.0183], [1.7366, -1.9871, -3.0434], [1.1393, -1.9208, -3.9428], [3.3448, -0.8264, -3.8679], [4.9906, -0.8620, -1.8860], [5.4414, -1.0414, -1.0514], [3.9406, -2.3346, 0.0851], [1.7552, -3.3752, 0.0244], [-0.1021, -4.2148, -1.3307], [-0.3806, -3.6067, -2.9685], [-2.1816, -2.9191, -1.5362], [-3.0031, 1.9068, -1.6727], [-4.2709, 1.4052, -1.0445], [-4.9709, 2.1820, -0.1315], [-6.1126, 1.7037, 0.4857], [-6.5743, 0.4256, 0.2004], [-5.8851, -0.3589, -0.7188], [-4.7505, 0.1319, -1.3312], [-4.2302, -0.4843, -2.0479], [-6.2582, -1.3466, -0.9389], [-7.6896, -0.0917, 0.7849], [-8.0673, 0.5532, 1.3949], [-6.6470, 2.3241, 1.1936], [-4.6268, 3.1806, 0.0988], [-2.9945, 1.6668, -2.7389], [-2.9317, 2.9903, -1.5647], [-0.8599, 1.7087, -1.5224], [-2.2542, -2.5349, 1.5654], [-1.5470, -3.8841, 0.6506]],
  "forces_ev_per_angstrom": [[0.185, 0.018, -0.309], [-0.097, -0.171, 0.038], [0.049, -0.030, 0.077], [-0.105, 0.066, 0.055], [0.004, -0.250, 0.170], [-0.285, -0.247, -0.022], [-0.161, 0.545, 0.347], [0.457, -0.391, -0.104], [0.134, -0.173, -0.278], [-0.009, 0.334, 0.198], [0.186, -0.439, -0.308], [-0.208, 0.266, 0.266], [0.198, -0.152, -0.232], [-0.215, 0.193, 0.190], [0.249, -0.140, -0.176], [-0.298, 0.260, 0.248], [0.073, -0.091, 0.018], [0.067, -0.119, -0.039], [-0.023, 0.056, 0.074], [-0.003, 0.054, 0.070], [0.074, -0.003, -0.057], [0.076, 0.006, -0.060], [-0.068, 0.063, 0.009], [-0.064, 0.063, -0.001], [-0.029, -0.093, -0.050], [0.035, -0.106, -0.070], [-0.044, 0.057, 0.035], [0.012, -0.001, -0.062], [-0.012, -0.038, -0.085], [-0.031, 0.058, 0.055], [-0.069, -0.052, 0.071], [0.140, 0.165, 0.037], [-0.167, 0.100, -0.003], [0.230, 0.053, 0.342], [0.013, 0.008, -0.241], [-0.094, 0.660, 0.075], [0.079, -0.530, 0.331], [-0.140, 0.157, -0.014], [-0.051, 0.093, -0.080], [0.089, 0.118, -0.067], [0.091, 0.358, -0.116], [-0.050, -0.285, 0.209], [0.126, 0.024, -0.229], [0.062, -0.086, -0.001], [-0.145, -0.030, 0.011], [-0.114, -0.295, -0.301], [-0.089, 0.271, 0.085], [-0.063, -0.167, -0.067], [-0.026, 0.049, -0.122], [0.196, 0.043, -0.092], [-0.301, -0.232, 0.091], [0.288, 0.149, 0.059], [0.074, -0.078, 0.120], [-0.070, 0.024, -0.077], [0.047, 0.061, -0.114], [0.164, 0.092, 0.001], [-0.080, 0.009, -0.100], [0.055, 0.025, 0.131], [-0.040, -0.066, 0.151], [-0.058, -0.090, -0.073], [-0.030, -0.118, 0.020], [0.094, 0.091, 0.003], [0.155, -0.180, 0.113], [0.049, 0.195, -0.110], [-0.016, -0.114, -0.127], [-0.162, -0.098, 0.095], [0.255, 0.207, -0.081], [-0.277, -0.046, 0.184], [-0.088, 0.100, 0.068], [0.050, -0.076, -0.093], [-0.044, -0.126, -0.042], [-0.161, -0.087, 0.075], [0.078, -0.068, -0.090], [-0.049, 0.047, 0.058], [0.050, 0.089, 0.021], [0.005, 0.121, -0.047], [-0.009, 0.032, -0.097], [-0.089, -0.080, 0.071], [-0.019, -0.075, -0.063], [-0.036, 0.043, 0.028]],
  "mulliken_charge": [-1.837, 0.394, 0.416, 0.416, 0.702, 0.002, 0.130, -0.699, -1.082, 1.258, 0.541, 0.138, -0.902, -0.710, -0.854, -0.918, 0.402, 0.232, 0.415, 0.341, 0.373, 0.310, 0.389, 0.350, -0.513, 0.263, 0.512, -0.419, -0.700, 0.280, 0.522, 0.499, 0.097, -1.508, 0.852, -0.370, -0.641, -0.618, 0.109, 0.509, 0.063, 0.693, -0.914, 0.236, 0.241, 0.119, -1.509, 0.049, 0.042, -0.701, 0.854, -0.884, -0.243, 0.419, 0.462, -0.618, 0.355, 0.298, 0.195, 0.490, 0.562, 0.387, -1.307, 0.173, -0.561, -0.577, 0.911, -0.982, -0.053, 0.344, 0.447, -0.557, 0.275, 0.274, 0.393, 0.445, 0.475, 0.054, 0.404, 0.565]
}